Entry 1:
11
Properties=species:S:1:pos:R:3 method="wB97M-V/def2-TZVPD" homo_energy_ha="-0.6819 / -0.6799" charge=+2 lumo_energy_ev="-10.9 / -13.4" s_squared=0.78 homo_lumo_gap_ev="7.63 / 5.07" e_tot_ha=-2597.08211 spin_multiplicity=2
Yb 2.885 0.922 1.205
F 1.180 0.556 2.806
N -0.817 -0.591 0.580
S -0.392 -0.872 2.071
O -1.506 -1.516 2.762
S 0.263 -0.770 -0.653
O 1.506 0.103 -0.427
C -0.634 0.362 -1.871
F -0.198 0.033 -3.072
F -1.926 0.146 -1.761
F -0.361 1.628 -1.639

***

Entry 2:
5
Properties=species:S:1:pos:R:3 method="wB97M-V/def2-TZVPD" homo_energy_ha="-0.1653 / -0.1510" charge=-1 lumo_energy_ev="4.4 / 2.6" s_squared=2.02 e_above_lowest_kcal_mol=0.0 homo_lumo_gap_ev="8.93 / 6.66" e_tot_ha=-322.60832 spin_multiplicity=3
C -0.840 -0.072 -0.087
N -1.932 0.304 -0.093
N 0.366 -0.442 0.287
O 0.886 -1.456 -0.169
F 1.521 1.666 0.062

***

Entry 3:
20
Properties=species:S:1:pos:R:3 method="wB97M-V/def2-TZVPD" homo_energy_ha=-0.1651 charge=0 lumo_energy_ev=-1.8 e_above_lowest_kcal_mol=159.9 homo_lumo_gap_ev=2.68 e_tot_ha=-671.31887
Ba 0.786 -20.401 5.974
C 3.291 -23.500 8.896
O 3.008 -23.502 7.701
O 2.446 -23.415 9.752
O 4.455 -23.836 9.198
O -2.894 -20.668 7.435
H -3.578 -21.337 7.416
H -3.328 -19.890 7.785
O -2.219 -20.311 3.528
H -2.372 -20.387 2.586
H -2.837 -20.926 3.922
O 0.602 -20.087 9.744
H 1.198 -20.834 9.799
H -0.032 -20.234 10.446
O 4.045 -18.351 7.422
H 4.772 -18.303 6.803
H 4.458 -18.286 8.283
O 0.526 -16.970 4.188
H -0.380 -16.674 4.097
H 1.044 -16.164 4.170

***

Entry 4:
15
Properties=species:S:1:pos:R:3 method="wB97M-V/def2-TZVPD" homo_energy_ha="0.0075 / -0.1249" charge=-1 lumo_energy_ev="3.7 / 3.7" s_squared=3.78 e_above_lowest_kcal_mol=0.0 homo_lumo_gap_ev="3.52 / 7.09" e_tot_ha=-4110.34572 spin_multiplicity=4
C 1.438 1.325 0.589
Co -0.161 -0.018 0.453
N -1.478 -1.525 0.313
N -0.108 0.161 -1.546
H -2.450 -1.232 0.487
H 1.522 0.101 0.585
H 1.969 1.636 1.520
H 0.581 2.122 0.504
H 2.012 1.470 -0.345
H -1.041 0.362 -1.936
H 0.223 -0.715 -1.955
H 0.512 0.899 -1.878
H -1.507 -1.948 -0.606
H -1.208 -2.264 0.973
Br -0.305 -0.373 2.840